No. 1
Molecular formula: C26H33IrO4
Method: DFT, the ωB97M-V functional and the def2-TZVPD basis

```
64
Properties=species:S:1:pos:R:3
O -0.49 -0.83 -3.61
C -0.42 0.43 -4.35
C -0.20 -0.18 -5.73
H 0.42 1.04 -4.02
H -1.36 0.96 -4.20
C -0.32 -1.50 -4.91
H 0.79 0.03 -6.12
H -1.05 -0.02 -6.39
C 0.95 -2.32 -4.91
H 1.76 -1.78 -4.42
H 1.27 -2.55 -5.93
H 0.79 -3.26 -4.36
C -1.51 -2.29 -5.40
H -2.45 -1.75 -5.27
H -1.61 -3.26 -4.90
H -1.38 -2.49 -6.47
Ir -0.81 -1.60 0.93
C -2.51 -1.64 2.24
C -1.96 -0.32 2.35
C -2.10 0.32 1.11
H -1.50 0.12 3.23
C -2.62 -0.63 0.15
C -2.95 -1.82 0.88
H -3.42 -2.70 0.49
H -2.61 -2.34 3.07
H -1.79 1.35 1.02
H -2.78 -0.48 -0.92
C 0.54 -2.60 2.26
C -0.08 -3.49 1.29
C 0.44 -3.14 -0.01
H -0.78 -4.28 1.52
C 1.36 -2.07 0.16
C 1.43 -1.74 1.56
H 2.03 -0.96 2.00
H 0.36 -2.59 3.33
H 0.19 -3.63 -0.95
H 1.96 -1.60 -0.61
O 2.02 1.52 -2.04
C 1.22 0.71 -1.13
C -0.15 1.37 -1.16
H 1.66 0.82 -0.10
H 1.14 -0.34 -1.41
C 0.13 2.87 -1.34
H -0.71 1.23 -0.26
H -0.79 0.92 -1.93
C 1.67 2.88 -1.60
H -0.11 3.42 -0.42
H -0.49 3.24 -2.14
H 2.26 3.04 -0.64
H 1.99 3.64 -2.33
O -0.27 2.88 2.30
C 0.63 2.14 2.76
O 1.44 1.38 2.16
C 0.79 2.17 4.30
C 1.11 0.98 4.98
C 1.27 0.98 6.38
C 1.16 2.18 7.09
C 0.77 3.36 6.43
C 0.59 3.35 5.03
H 1.25 0.06 4.40
H 1.52 0.05 6.88
H 1.36 2.21 8.16
H 0.66 4.28 6.99
H 0.28 4.26 4.53
```

⟨S²⟩   6.05
Electronic energy   -1415.405797 Ha
Total charge   0
2S+1   5

=====

No. 2
Molecular formula: C23H21Cl2N3O2
Method: DFT, the ωB97M-V functional and the def2-TZVPD basis

```
51
Properties=species:S:1:pos:R:3
O 0.16 2.27 2.79
C 0.38 2.20 1.59
C -0.58 2.77 0.61
C -0.99 4.10 0.73
C -1.95 4.61 -0.12
C -2.53 3.80 -1.09
C -2.14 2.47 -1.21
C -2.76 1.60 -2.28
O -2.40 0.24 -2.19
C -2.84 -0.50 -1.15
C -3.78 -0.09 -0.20
C -4.17 -0.95 0.82
C -3.64 -2.22 0.90
Cl -4.13 -3.28 2.16
C -2.69 -2.65 -0.02
C -2.30 -1.79 -1.03
Cl -1.10 -2.29 -2.17
C -1.17 1.96 -0.36
N 1.49 1.59 1.10
C 1.90 1.52 -0.28
C 1.99 0.04 -0.71
N 2.90 -0.67 0.16
C 4.24 -0.81 -0.11
C 4.76 -0.81 -1.41
C 6.11 -1.03 -1.59
C 6.92 -1.26 -0.48
C 6.31 -1.26 0.76
N 5.02 -1.04 0.95
C 2.47 -0.59 1.55
C 2.38 0.87 1.99
H -0.54 4.72 1.50
H -2.26 5.64 -0.03
H -3.29 4.20 -1.75
H -2.39 1.91 -3.26
H -3.86 1.72 -2.28
H -4.19 0.90 -0.24
H -4.90 -0.61 1.54
H -2.26 -3.63 0.05
H -0.88 0.93 -0.43
H 1.22 2.07 -0.92
H 2.90 1.97 -0.37
H 2.31 -0.02 -1.75
H 1.01 -0.43 -0.63
H 4.13 -0.65 -2.27
H 6.53 -1.03 -2.58
H 7.98 -1.44 -0.59
H 6.88 -1.43 1.67
H 3.19 -1.12 2.16
H 1.49 -1.06 1.62
H 1.97 0.95 3.00
H 3.38 1.33 1.96
```

SMILES   O=C(c1cccc(COc2ccc(Cl)cc2Cl)c1)N1CCN(c2ccccn2)CC1
Electronic energy   -2124.208443 Ha
Total charge   0

=====

No. 3
Molecular formula: C5H6O
Method: DFT, the ωB97M-V functional and the def2-TZVPD basis

```
12
Properties=species:S:1:pos:R:3
C -1.78 0.32 0.47
C -0.68 1.01 0.22
C 0.55 0.45 -0.43
C 0.72 -1.12 -0.55
C 1.58 -0.31 0.32
O 2.63 -0.24 0.92
H -1.87 -0.72 0.17
H -2.64 0.77 0.96
H -0.64 2.07 0.49
H 1.00 1.15 -1.14
H -0.05 -1.72 -0.05
H 1.19 -1.67 -1.37
```

SMILES   C=C[C@@H]1CC1=O
Electronic energy   -269.266352 Ha
Total charge   0

=====

No. 4
Molecular formula: C10H12INS
Method: DFT, the ωB97M-V functional and the def2-TZVPD basis

```
25
Properties=species:S:1:pos:R:3
C -0.65 -0.41 3.36
C 0.19 0.69 3.65
C -0.92 -0.73 2.08
C 0.85 1.29 2.60
C -0.40 -0.11 0.95
C 0.55 0.97 1.30
C -0.76 -0.50 -0.32
C 2.72 1.75 0.66
C 1.04 1.76 -1.02
C -0.35 -2.44 -2.06
N 1.42 1.52 0.36
S -1.47 -2.14 -0.70
I 3.84 0.16 1.60
H -1.26 -0.63 4.22
H 0.39 0.90 4.71
H -1.66 -1.51 1.88
H 1.58 2.07 2.97
H -0.33 0.12 -1.18
H 3.24 2.51 0.16
H 0.03 2.11 -1.13
H 1.82 2.54 -1.30
H 1.26 0.91 -1.69
H -0.69 -3.27 -2.59
H 0.72 -2.31 -1.82
H -0.40 -1.78 -2.84
```

Electronic energy   -1138.720282 Ha
Total charge   0